No. 1
A molecular structure, C46H65BrF3N2O2P3S3ScSi. Source: the Open Molecules 2025 dataset; level of theory: ωB97M-V/def2-TZVPD.

Computed properties:
max |F| = 0.65 eV/Å
highest occupied orbital energy = -10.93 eV
relative energy (zero: lowest compared OMol25 entry of this formula, charge and spin) = 0.00 kcal/mol

```
! wB97M-V def2-TZVPD RIJCOSX def2/J DEFGRID3
* xyz 1 1
Sc -1.23650 0.15613 -1.07488
N -2.00582 -2.26009 1.27216
P -1.72085 -2.68848 -0.34513
C -0.43585 -3.96664 -0.19906
C -0.28592 -4.91149 -1.21242
C 0.70142 -5.87922 -1.12546
C 1.53719 -5.92220 -0.01762
C 1.39279 -4.98466 0.99312
C 0.42019 -4.00081 0.89890
C -3.15570 -3.67758 -0.84970
C -3.65265 -3.57077 -2.14122
C -4.73124 -4.34395 -2.54397
C -5.32507 -5.22057 -1.65213
C -4.83512 -5.33468 -0.35738
C -3.75053 -4.57249 0.03819
P -2.16213 -0.59503 1.48971
C -1.27074 -0.25059 3.03716
C -1.09763 1.06879 3.44390
C -0.46598 1.35592 4.64288
C 0.00921 0.32985 5.44530
C -0.15668 -0.98908 5.04744
C -0.79890 -1.27868 3.85320
C -3.88451 -0.26194 1.93311
C -4.77723 -1.27148 2.27573
C -6.08113 -0.95577 2.62373
C -6.49721 0.36728 2.63134
C -5.61186 1.37586 2.28237
C -4.30951 1.06373 1.92969
H -2.38901 -2.93037 1.92825
H -0.95642 -4.90656 -2.06472
H 0.80670 -6.61189 -1.91414
H 2.29682 -6.68856 0.05916
H 2.04181 -5.01414 1.85866
H 0.31916 -3.26435 1.68747
H -3.21256 -2.86765 -2.83454
H -5.11753 -4.24869 -3.54909
H -6.17210 -5.81680 -1.96267
H -5.29451 -6.02338 0.33864
H -3.36389 -4.69854 1.04376
H -1.45744 1.88779 2.83137
H -0.34101 2.38647 4.94657
H 0.50466 0.55583 6.38008
H 0.20805 -1.79502 5.67002
H -0.90813 -2.31415 3.55929
H -4.48031 -2.31207 2.24878
H -6.77471 -1.74377 2.88371
H -7.51603 0.61049 2.90043
H -5.93814 2.40727 2.27112
H -3.62974 1.85444 1.63034
F -4.25606 -0.80343 -0.98485
C -3.47238 0.13046 -1.62123
F -4.05084 1.33229 -1.27877
F -3.80908 -0.02647 -2.95121
C 4.41589 -0.24496 -2.49385
C 4.06254 0.78754 -1.40899
C 3.00640 1.74796 -1.98210
C 5.35283 1.59516 -1.15171
Si 3.50671 -0.03480 0.23642
Br 1.20636 -0.57620 -0.00844
C 3.43208 1.14944 1.73973
C 2.89005 2.52263 1.30505
C 4.83468 1.34077 2.34427
C 2.50568 0.65448 2.86109
C 4.25735 -1.76412 0.56245
C 3.84930 -2.80569 -0.49161
C 3.82795 -2.29682 1.93639
C 5.79540 -1.66488 0.55551
H 4.65842 0.29134 -3.41338
H 3.60461 -0.93688 -2.72233
H 5.28575 -0.84622 -2.23341
H 3.28017 2.01000 -3.00641
H 2.93982 2.67577 -1.41640
H 1.99726 1.33001 -2.01689
H 5.70537 1.99249 -2.10665
H 6.15897 0.98700 -0.74030
H 5.19259 2.44466 -0.49018
H 3.55894 3.05457 0.62980
H 2.77456 3.14534 2.19613
H 1.90790 2.44345 0.83098
H 5.57431 1.70030 1.62852
H 5.21212 0.42418 2.79708
H 4.76780 2.08458 3.14192
H 1.47160 0.55297 2.52864
H 2.51290 1.40081 3.65961
H 2.81607 -0.29123 3.30253
H 2.76658 -2.90070 -0.59496
H 4.22562 -3.78217 -0.17603
H 4.27611 -2.60135 -1.47195
H 2.74225 -2.34054 2.04743
H 4.23349 -1.70412 2.75556
H 4.21398 -3.31268 2.05238
H 6.19349 -1.36740 -0.41389
H 6.20679 -2.65212 0.77992
H 6.18138 -0.97711 1.30730
C 0.78686 5.55511 0.24652
C 1.26339 5.21703 -1.15163
C 0.96512 6.28885 -2.17884
O 0.76270 3.91734 -1.59791
P -0.69990 3.33616 -1.52040
S -0.89089 1.95178 -2.93536
S -1.02076 2.41117 0.23428
O -1.57175 4.63021 -1.71331
C -3.01376 4.87960 -1.79422
C -3.61179 4.20992 -3.00996
C -3.70565 4.53324 -0.49419
H 1.30410 6.45174 0.58871
H 1.00407 4.74534 0.94150
H -0.28397 5.75729 0.26203
H 2.34115 5.03716 -1.12932
H -0.08249 6.58048 -2.16237
H 1.22151 5.94315 -3.17936
H 1.57189 7.16746 -1.95663
H -3.02434 5.96322 -1.93219
H -3.66403 3.12997 -2.89176
H -3.03624 4.44493 -3.90414
H -4.62604 4.58656 -3.14596
H -3.75065 3.45793 -0.33903
H -4.72577 4.91655 -0.53853
H -3.20139 4.99806 0.35303
S 1.02791 -1.75127 -4.91215
C -0.65498 -1.71776 -5.19694
C -1.30935 -1.30979 -4.08367
N -0.49677 -1.03215 -3.00597
C 0.75847 -1.22068 -3.32862
H -1.07774 -1.98238 -6.14968
H -2.37201 -1.15655 -3.99722
H 1.56175 -1.05568 -2.63130
*
```



No. 2
A molecular structure, C46H70BFN8SSiTeY. Source: the Open Molecules 2025 dataset; level of theory: ωB97M-V/def2-TZVPD.

Computed properties:
max |F| = 0.53 eV/Å
highest occupied orbital energy = -4.13 eV
relative energy (zero: lowest compared OMol25 entry of this formula, charge and spin) = 4.34 kcal/mol

```
! wB97M-V def2-TZVPD RIJCOSX def2/J DEFGRID3
* xyz -1 1
Y 0.14372 -1.38151 0.43447
C -2.31772 -0.79273 -4.65988
C -2.96970 0.58094 -4.53901
C -4.43218 0.44379 -4.10174
C -2.23121 1.46813 -3.57517
C -2.34806 2.86112 -3.39975
C -1.50649 3.16127 -2.35104
C -1.33183 4.50828 -1.71458
C -1.68997 5.63871 -2.67927
C -2.17457 4.61589 -0.43969
N -0.94879 1.99700 -1.91673
N -1.39481 0.96415 -2.69565
B 0.11209 1.46355 -0.90181
N 1.50496 1.18819 -1.50926
N 1.80746 -0.14822 -1.59767
C 2.88545 -0.24215 -2.36481
C 3.30277 1.03829 -2.77388
C 2.39324 1.91325 -2.22475
C 2.24801 3.38245 -2.47093
C 1.53789 3.62789 -3.80628
C 3.60050 4.09038 -2.43870
C 3.54014 -1.53520 -2.77122
C 2.60336 -2.73313 -2.69018
C 4.82010 -1.77834 -1.96368
N 0.01811 1.96318 0.58795
N -0.66277 1.03095 1.31897
C -1.00664 1.58776 2.46858
C -0.48534 2.89176 2.53376
C 0.19421 3.07298 1.34249
C 1.08699 4.22251 0.98226
C 2.55783 3.81305 1.08489
C 0.81362 5.44021 1.86212
C -1.92296 0.87077 3.41665
C -3.37063 1.02250 2.93431
C -1.77355 1.36420 4.85109
H -2.86140 -1.40921 -5.37930
H -1.27842 -0.71175 -4.97964
H -2.31587 -1.30011 -3.69478
H -2.95548 1.07170 -5.51889
H -4.47608 -0.04366 -3.12505
H -4.91564 1.41861 -4.01240
H -4.99867 -0.16056 -4.81437
H -2.95611 3.54946 -3.96437
H -0.28322 4.64183 -1.45865
H -2.75434 5.62061 -2.92111
H -1.47386 6.60511 -2.21779
H -1.12585 5.56315 -3.60884
H -3.23295 4.54829 -0.70210
H -1.95285 3.81342 0.26614
H -2.00458 5.57544 0.05611
H -0.28495 0.35333 -0.78700
H 4.12980 1.27749 -3.42415
H 1.62861 3.79050 -1.67176
H 2.16251 3.27006 -4.62808
H 0.58612 3.09629 -3.84918
H 1.35037 4.69439 -3.95429
H 4.23841 3.73289 -3.25014
H 3.47313 5.16808 -2.56554
H 4.12009 3.90806 -1.49820
H 3.82874 -1.39382 -3.81924
H 2.33519 -2.94197 -1.65530
H 1.67999 -2.55875 -3.24243
H 3.09471 -3.62062 -3.09535
H 4.57104 -1.96476 -0.91664
H 5.34427 -2.66047 -2.33904
H 5.49914 -0.92351 -2.02233
H -0.56783 3.59280 3.34761
H 0.88616 4.51711 -0.04254
H 2.81555 3.62314 2.12874
H 2.76453 2.90221 0.51935
H 3.20532 4.60979 0.71060
H 1.07521 5.23161 2.90197
H 1.42211 6.28381 1.53033
H -0.23591 5.73490 1.82569
H -1.68070 -0.19269 3.36037
H -3.66927 2.07509 2.95032
H -3.47429 0.65157 1.91471
H -4.04935 0.45976 3.57963
H -2.08133 2.41078 4.93309
H -2.40683 0.77845 5.51991
H -0.74365 1.28534 5.20303
C -2.19897 -2.70515 4.87032
Si -0.68619 -2.88220 3.73291
C -0.01840 -4.62576 3.93032
C 0.59989 -1.72765 4.45763
N -1.10979 -2.41080 2.11959
C -2.35945 -2.79639 1.65864
C -3.08806 -3.91699 2.10084
C -4.34205 -4.23736 1.60044
C -4.94075 -3.46156 0.61870
C -4.25344 -2.35065 0.14255
C -3.02013 -2.06247 0.66742
F -2.35469 -0.96633 0.17179
H -2.52557 -3.66433 5.27977
H -3.04959 -2.26837 4.33988
H -1.95650 -2.05194 5.71359
H 0.07669 -4.85887 4.99603
H 0.96793 -4.70969 3.46921
H -0.66040 -5.38389 3.47614
H 0.83191 -2.05856 5.47537
H 0.19109 -0.71711 4.52570
H 1.52944 -1.72128 3.89017
H -2.64289 -4.55387 2.85556
H -4.85211 -5.11429 1.98102
H -5.91312 -3.71633 0.21917
H -4.65326 -1.71444 -0.63657
C -0.54590 -2.89011 -1.27848
H 0.12214 -3.74465 -1.43329
H -0.56023 -2.33122 -2.22639
H -1.55342 -3.30905 -1.15035
Te 2.67053 -3.00868 1.34438
C 2.15902 -4.95855 0.70915
C 3.14962 -5.87635 0.36136
C 2.81655 -7.15723 -0.06009
C 1.48587 -7.54251 -0.14621
C 0.49194 -6.63434 0.19294
C 0.82397 -5.35570 0.61823
H 4.19062 -5.58044 0.41889
H 3.60202 -7.85524 -0.32722
H 1.22496 -8.53940 -0.48094
H -0.55193 -6.91707 0.11997
H 0.03877 -4.65298 0.86812
S 3.79466 1.33677 3.24516
C 4.45106 0.93313 1.71601
C 3.49988 0.35178 0.94778
N 2.25783 0.23601 1.53700
C 2.28049 0.73200 2.73773
H 5.48368 1.11688 1.47181
H 3.63806 -0.01676 -0.05551
H 1.42339 0.75492 3.39289
*
```



No. 3
8 unconnected molecules or ions with the total composition C46H72Cl2FN2O29. Source: the Open Molecules 2025 dataset; level of theory: ωB97M-V/def2-TZVPD.

Computed properties:
max |F| = 9.47 eV/Å
highest occupied orbital energy = -10.98 eV

```
! wB97M-V def2-TZVPD RIJCOSX def2/J DEFGRID3
* xyz 1 1
C 4.67348 4.11261 -0.64939
C 3.54295 3.04600 -0.03581
O 3.78587 1.74190 -0.67618
C 2.55935 0.90575 -0.69560
C 2.10678 0.51592 -2.25798
O 0.73118 0.00340 -2.34907
C 0.18317 0.09766 -3.71079
C -1.47957 0.28543 -3.64631
O -1.78852 0.58789 -2.25718
C -2.96710 1.43425 -2.06082
N -2.77559 2.27004 -0.85667
C -3.12411 1.71686 0.47058
C -3.31519 0.10743 0.62709
C -2.56265 -0.36284 2.04897
C -0.93749 -0.48120 1.92326
O -0.37474 -0.19422 0.59757
C -4.35811 2.63988 1.09545
C -5.29588 1.92927 2.21040
C -6.87969 1.56119 1.47629
C -7.42864 -0.06143 1.75822
O -6.86462 0.50801 0.32252
N -3.82937 4.01497 1.42657
C -3.32456 4.22281 2.83408
C -3.01814 5.84403 3.13847
O -1.83215 6.25975 3.66238
C -2.78826 4.55144 0.42902
F -1.37358 4.36027 0.93008
C -2.81361 3.74623 -1.02874
C -4.11123 4.32855 -1.91005
O -4.94997 5.28619 -1.18226
C -5.02016 6.59808 -1.84120
C -4.54240 7.90336 -0.91190
O -5.46447 6.85539 -3.07346
C -1.51146 4.15366 -1.99773
Cl 0.03287 3.20414 -1.66714
C -1.21313 5.76261 -2.04989
C -0.86892 6.22718 -3.61989
Cl 0.36783 6.15510 -1.09329
H 4.17061 4.93296 -1.34769
H 5.39932 3.47536 -1.34820
H 5.28325 4.65826 0.21922
H 2.48996 3.51693 -0.26658
H 3.63219 3.00739 1.15271
H 2.81161 -0.10670 -0.11711
H 1.64830 1.39070 -0.12115
H 2.30904 1.49592 -2.88226
H 2.86462 -0.29524 -2.67467
H 0.60362 1.11055 -4.18232
H 0.51644 -0.75268 -4.44411
H -1.71489 1.11084 -4.43640
H -1.97988 -0.72209 -4.04071
H -3.90619 0.69660 -2.02296
H -3.12400 2.03304 -3.08175
H -2.20028 1.96208 1.19225
H -4.42490 -0.26808 0.74820
H -2.82632 -0.57127 -0.18464
H -3.00833 -1.40019 2.42174
H -2.77848 0.46364 2.88076
H -0.33576 0.19944 2.69302
H -0.65932 -1.61189 2.17746
H -0.33196 -1.10891 0.14477
H -5.10305 2.79516 0.17138
H -5.69847 2.62654 3.07503
H -4.92183 0.95288 2.70585
H -7.74168 2.47344 1.47578
H -8.59348 -0.02622 1.85976
H -6.68174 -0.76130 2.32274
H -4.65756 4.67699 1.32458
H -4.12201 3.96589 3.68539
H -2.38533 3.54241 3.11847
H -3.84311 6.64105 2.88593
H -2.86835 5.73518 0.29372
H -4.82238 3.47893 -2.29531
H -3.74496 4.90191 -2.89175
H -3.38164 8.06218 -0.96256
H -4.86154 7.66569 0.21361
H -5.15491 8.88710 -1.18814
H -1.85812 3.84245 -3.09762
H -2.13117 6.39532 -1.69647
H 0.31413 6.22710 -3.77973
H -1.29620 5.48196 -4.41859
H -1.22438 7.32256 -3.84957
C -7.92049 7.11920 -5.74205
C -6.73943 6.60964 -6.50260
O -7.19726 6.59226 -7.84133
C -8.21770 7.49536 -7.92358
O -8.73160 7.86070 -8.96766
O -8.58700 7.93667 -6.68570
H -7.63023 7.70020 -4.86238
H -8.59609 6.31554 -5.43096
H -5.87620 7.27989 -6.43264
H -6.43877 5.60828 -6.18238
C 6.53728 1.22698 4.18659
C 7.25930 1.05996 2.88898
O 6.65295 2.02671 2.05241
C 6.12379 2.98330 2.87008
O 5.67529 4.04932 2.48259
O 6.16299 2.59181 4.17724
H 7.17281 1.00520 5.04830
H 5.63256 0.61274 4.24391
H 8.32773 1.28507 2.97301
H 7.13926 0.05621 2.47218
C 3.03313 -3.56293 -1.30342
C 2.10128 -3.34891 -2.45183
O 1.20263 -4.43700 -2.34888
C 1.22410 -4.84769 -1.04714
O 0.44544 -5.65410 -0.56643
O 2.22947 -4.23774 -0.35383
H 3.41110 -2.62254 -0.89301
H 3.88163 -4.20299 -1.56696
H 1.53696 -2.41451 -2.36384
H 2.61822 -3.36253 -3.41529
C 3.92254 -8.49364 -0.32331
C 3.87891 -8.76311 -1.79248
O 4.37620 -7.56518 -2.35797
C 5.13897 -6.96102 -1.40045
O 5.85643 -5.99496 -1.59960
O 4.99484 -7.57938 -0.19201
H 4.11106 -9.39869 0.26064
H 3.00617 -8.01850 0.04218
H 4.53338 -9.59088 -2.08536
H 2.86544 -8.96843 -2.14797
C 8.61707 -6.43118 1.95649
C 7.39649 -7.29210 2.00118
O 7.65279 -8.16403 3.08569
C 8.55131 -7.53400 3.89771
O 8.86633 -7.92401 5.00962
O 9.05018 -6.41072 3.30369
H 8.40018 -5.41921 1.60362
H 9.41034 -6.86204 1.33669
H 6.48818 -6.71895 2.21511
H 7.25108 -7.85624 1.07584
C -5.51236 -1.61666 6.89014
C -6.58366 -1.35704 5.88122
O -5.99888 -0.39301 5.02636
C -4.64544 -0.52784 5.14320
O -3.83319 0.02801 4.42281
O -4.31993 -1.36618 6.17019
H -5.53154 -2.64446 7.26281
H -5.56300 -0.92857 7.74046
H -6.82956 -2.24798 5.29381
H -7.49850 -0.96783 6.33646
C 7.54138 -11.40234 1.77689
C 8.72245 -11.91190 1.01635
O 8.26461 -11.92928 -0.32238
C 7.24417 -11.02618 -0.40463
O 6.73027 -10.66084 -1.44872
O 6.87487 -10.58487 0.83324
H 7.83164 -10.82134 2.65657
H 6.86578 -12.20599 2.08799
H 9.58568 -11.24164 1.08630
H 9.02310 -12.91326 1.33656
*
```



Question: Among the records above, which one has the highest highest occupied orbital energy?
Answer: C46H70BFN8SSiTeY